Entry 1
8
Properties=species:S:1:pos:R:3:mulliken_charge:R:1 method="wB97M-V/def2-TZVPD" homo_energy_ev=-11.76 lumo_energy_ev=-1.47 smiles="N=S(=O)=O.C#N" mol_weight_g_mol=106.11 homo_lumo_gap_ev=10.2859
N 0.54444 0.52305 -0.45800 -0.337
S -0.55895 1.37027 -1.05440 0.869
O -0.30606 2.27666 -2.14020 -0.413
O -1.65678 1.42809 -0.17209 -0.382
H 1.19707 0.16714 -1.10741 0.259
C 0.24995 -1.89449 1.62777 0.117
N -0.44787 -2.72299 1.96489 -0.339
H 0.97820 -1.14773 1.33946 0.225



Entry 2
8
Properties=species:S:1:pos:R:3:mulliken_charge:R:1 method="wB97M-V/def2-TZVPD" homo_energy_ev=-9.03 lumo_energy_ev=-1.34 smiles="NC(=S)[N+](=O)[O-]" mol_weight_g_mol=106.11 homo_lumo_gap_ev=7.6830
N -0.20290 0.11084 -0.23671 -0.307
C 0.19745 1.36624 -0.14130 0.163
S 0.93778 2.45102 -1.36242 -0.232
N 0.22244 2.07490 1.17921 0.888
O 0.28646 1.36965 2.16998 -0.578
O 0.19669 3.26433 1.18079 -0.473
H -0.52373 -0.15564 0.67290 0.273
H -0.22977 -0.22362 -1.17965 0.265



Most stable: entry 1. Least stable: entry 2.



Entry 1
74
Properties=species:S:1:pos:R:3:mulliken_charge:R:1 method="wB97M-V/def2-TZVPD" homo_energy_ev=-4.29 lumo_energy_ev=1.71 total_charge=-1 mol_weight_g_mol=1049.07 homo_lumo_gap_ev=6.0007
Tl 0.33900 0.86958 0.79639 1.089
F 3.37218 -2.22682 4.06644 -0.363
C 3.36270 -1.46063 2.95331 0.327
C 2.20678 -0.79945 2.59630 -0.683
C 2.21002 -0.00739 1.45523 0.628
C 3.37329 0.14022 0.68575 -0.200
C 4.48898 -0.59019 1.08414 0.426
F 5.62611 -0.56224 0.34544 -0.366
C 4.51897 -1.39119 2.20624 -1.010
C 3.39081 1.05677 -0.48921 0.351
C 4.55441 1.65406 -0.97589 -0.953
C 4.45316 2.54851 -2.02664 -0.550
C 3.20642 2.84260 -2.55465 -1.103
C 2.09972 2.22969 -1.99418 -0.324
N 2.19783 1.35247 -1.00052 0.333
H 1.30519 -0.91016 3.18578 0.613
H 5.40886 -1.94067 2.47591 0.522
H 5.51115 1.43481 -0.53026 0.522
H 5.34348 3.02489 -2.41822 0.425
H 3.08345 3.54565 -3.36682 0.464
H 1.09489 2.44384 -2.32908 0.576
Se -6.34036 0.57748 5.15070 0.170
N -4.84323 1.53404 5.34185 -0.881
C -3.90788 0.90937 4.68672 0.900
C -2.55088 1.42083 4.53267 0.479
C -2.17593 2.67083 5.00740 -0.656
C -0.93542 3.16348 4.67403 -0.775
C -0.12886 2.40408 3.83705 -0.260
N -0.45519 1.19320 3.40472 -0.339
C -1.63927 0.68959 3.76848 0.063
C -1.97942 -0.66314 3.27806 -0.291
N -0.98801 -1.39734 2.76488 0.071
C -1.28412 -2.56997 2.23497 -0.289
C -2.57807 -3.08330 2.18033 -0.817
C -3.59405 -2.35539 2.75830 -0.855
C -3.29448 -1.12719 3.34117 0.524
C -4.29473 -0.32697 4.03873 0.917
N -5.53943 -0.68484 4.17029 -0.873
H -2.88296 3.24955 5.58635 0.469
H -0.61196 4.14416 4.99291 0.398
H 0.81244 2.80210 3.47473 0.479
H -0.45069 -3.13016 1.82145 0.463
H -2.76691 -4.03570 1.70378 0.453
H -4.61644 -2.70930 2.77064 0.494
S -3.67195 2.78703 1.69745 -0.489
As -2.46881 2.40137 0.01702 0.240
S -0.37798 3.21827 0.34905 -0.453
S -1.90834 0.19627 0.08428 -0.408
S -3.17969 2.89944 -1.88714 -0.518
C 3.43681 -2.17153 -4.64841 -1.280
C 2.24133 -2.39623 -3.74942 -0.198
O 1.44299 -1.22040 -3.75758 -0.296
P 0.37412 -1.05552 -2.51284 0.231
O -0.21526 0.37203 -2.92268 0.282
C -0.97472 0.63150 -4.11782 0.089
C -0.66489 2.03335 -4.58576 -1.351
O -0.72292 -2.12959 -3.10169 -0.494
C -1.72198 -2.66399 -2.22376 0.163
C -3.08669 -2.10957 -2.56654 -1.010
H 4.07417 -3.05754 -4.66414 0.397
H 4.02372 -1.32484 -4.29135 0.289
H 3.11055 -1.95850 -5.66679 0.290
H 2.56877 -2.61790 -2.72538 0.297
H 1.64421 -3.24471 -4.09796 0.222
H -2.03017 0.54974 -3.85642 0.136
H -0.72491 -0.11342 -4.87560 0.353
H -0.91485 2.74340 -3.79600 0.239
H -1.27724 2.27460 -5.45718 0.404
H 0.38757 2.12936 -4.86115 0.288
H -1.47064 -2.43250 -1.18402 -0.088
H -1.69891 -3.74977 -2.34833 0.311
H -3.11906 -1.03367 -2.39473 0.059
H -3.84566 -2.57092 -1.93068 0.391
H -3.33108 -2.31548 -3.61011 0.337



Entry 2
74
Properties=species:S:1:pos:R:3:mulliken_charge:R:1 method="wB97M-V/def2-TZVPD" homo_energy_ev=-4.18 lumo_energy_ev=1.00 total_charge=-1 mol_weight_g_mol=1049.07 homo_lumo_gap_ev=5.1769
Tl 0.42963 -0.50860 1.03475 1.191
F 2.26254 -0.65822 -4.06823 -0.375
C 1.46825 -0.00135 -3.19592 0.288
C 1.44889 -0.39173 -1.87176 -0.817
C 0.63375 0.28945 -0.98117 0.896
C -0.15110 1.37630 -1.39977 -0.387
C -0.10668 1.68546 -2.75647 0.593
F -0.89197 2.66667 -3.26631 -0.405
C 0.68903 1.02771 -3.67364 -1.101
C -1.01022 2.12978 -0.43051 0.518
C -1.52616 3.40810 -0.65944 -0.938
C -2.32792 3.98325 0.30961 -0.758
C -2.59783 3.29845 1.48466 -0.883
C -2.01150 2.05667 1.65309 -0.709
N -1.24418 1.50774 0.72059 0.793
H 2.04731 -1.23780 -1.55895 0.551
H 0.68210 1.30499 -4.71697 0.511
H -1.30413 3.93619 -1.57062 0.584
H -2.74134 4.97077 0.14585 0.445
H -3.23128 3.71377 2.25577 0.490
H -2.13284 1.47054 2.55819 0.302
Se 8.23366 2.31216 0.74506 0.183
N 7.49048 0.67991 0.71777 -0.871
C 6.21650 0.83183 0.94241 1.000
C 5.25578 -0.27104 0.98310 0.690
C 5.66559 -1.60312 0.86850 -0.681
C 4.71967 -2.59453 0.90665 -1.172
C 3.37234 -2.23480 1.02114 -0.350
N 2.98308 -0.97290 1.11733 0.375
C 3.90024 -0.00074 1.13668 -0.595
C 3.43835 1.39358 1.39185 -0.494
N 2.14741 1.57395 1.66479 0.190
C 1.71662 2.78238 1.97980 -0.270
C 2.54733 3.90048 2.02057 -1.118
C 3.88287 3.72910 1.72661 -0.576
C 4.34506 2.45437 1.41238 0.635
C 5.76161 2.19523 1.14099 1.005
N 6.66887 3.12634 1.07438 -0.875
H 6.71962 -1.82306 0.76334 0.504
H 4.98611 -3.64042 0.86015 0.460
H 2.57620 -2.96946 1.02250 0.557
H 0.65941 2.86226 2.21012 0.438
H 2.14521 4.86793 2.28540 0.447
H 4.58276 4.55370 1.74290 0.517
S 2.18157 -3.23403 3.90024 -0.525
As 0.17271 -2.81909 3.36971 0.236
S -0.05056 -3.04562 1.14051 -0.628
S -0.11105 -0.55247 3.43082 -0.368
S -1.38629 -3.79040 4.37976 -0.519
C -2.47108 -4.12975 -3.16327 -1.464
C -2.02833 -3.43846 -1.89434 0.214
O -2.39871 -2.05854 -1.97752 -0.374
P -2.67766 -1.21166 -0.59595 0.721
O -3.44159 0.04426 -1.30273 -0.251
C -4.57401 -0.12898 -2.15822 -0.170
C -4.86872 1.20890 -2.79939 -1.214
O -3.95136 -2.03157 -0.00498 -0.483
C -3.82684 -2.65103 1.30441 -0.014
C -3.90456 -1.62327 2.40679 -0.674
H -2.29963 -5.20490 -3.08968 0.409
H -1.92378 -3.75270 -4.02744 0.292
H -3.53559 -3.96172 -3.33131 0.322
H -0.94440 -3.50284 -1.76372 0.133
H -2.48940 -3.90007 -1.01787 0.219
H -5.41872 -0.48396 -1.56186 0.264
H -4.34828 -0.88815 -2.91079 0.206
H -5.07933 1.95756 -2.03496 0.268
H -5.73379 1.13742 -3.46192 0.413
H -4.01262 1.54910 -3.38139 0.239
H -2.89092 -3.20907 1.36848 0.132
H -4.65933 -3.35232 1.35814 0.268
H -3.06525 -0.93041 2.34432 -0.109
H -3.82004 -2.11260 3.37754 0.368
H -4.84156 -1.06490 2.34942 0.300



Most stable: entry 1. Least stable: entry 2.